No. 1
DFT (ωB97M-V with the def2-TZVPD basis set) results for an isolated ion of composition C3H2N3S and charge +1 in a non-equilibrium geometry.

The geometry in XYZ format:
```
9
Properties=species:S:1:pos:R:3:forces:R:3
C -0.526 0.354 0.438 -1.59 1.10 0.86
C 0.584 -0.437 0.341 1.88 -1.24 -1.44
C -0.309 -0.258 2.468 -0.14 -0.31 4.11
N -0.785 -0.088 4.963 -0.23 -0.07 0.98
N -1.040 0.447 1.653 -1.82 1.51 -0.97
N -0.552 -0.189 3.874 0.92 -0.09 -4.33
S 1.054 -1.172 1.772 0.72 -0.66 0.35
H -0.873 0.801 -0.487 -0.71 0.39 0.48
H 0.933 -0.579 -0.660 0.97 -0.63 -0.04
```
Forces are in eV/Å.

Summary:
HOMO (alpha / beta) = -12.2 / -16.3 eV
electronic energy = -18436.460 eV
ΔE to the lowest compared entry with this formula, charge and spin = 11.31 kcal per mole
lowest unoccupied orbital energy (alpha / beta) = -5.01 / -9.02 eV
2S+1 = 3
<S²> = 2.01
net charge = +1



No. 2
DFT (ωB97M-V with the def2-TZVPD basis set) results for one molecule with the formula C3H2N4O in a non-equilibrium geometry.

The geometry in XYZ format:
```
10
Properties=species:S:1:pos:R:3:forces:R:3
C 0.518 1.144 0.873 -3.00 -1.03 -4.01
C -0.612 0.019 -0.655 0.06 -3.57 -1.28
C 0.454 -1.052 -0.305 0.45 0.27 3.31
H 0.953 2.095 1.367 -0.84 -2.20 -0.64
H 2.036 -0.198 1.235 -3.14 -0.92 -1.39
N -0.524 1.200 -0.033 2.41 2.20 2.74
N -1.725 -0.301 -1.351 -6.28 -0.63 0.09
N -2.880 -0.484 -1.613 7.45 1.04 0.99
N 0.994 -0.169 0.830 4.39 1.00 1.25
O 0.786 -2.252 -0.347 -1.49 3.84 -1.07
```
Forces are in eV/Å.

Summary:
HOMO = -8.3 eV
electronic energy = -11147.532 eV
ΔE to the lowest compared entry with this formula, charge and spin = 40.13 kcal per mole
lowest unoccupied orbital energy = -0.81 eV
2S+1 = 1



No. 3
DFT (ωB97M-V with the def2-TZVPD basis set) results for one molecule with the formula C3H2N4O in a non-equilibrium geometry.

The geometry in XYZ format:
```
10
Properties=species:S:1:pos:R:3:forces:R:3
N 3.578 -0.154 0.068 -5.39 -0.14 -0.94
C 2.388 -0.138 -0.095 5.28 1.61 1.43
C 0.962 0.024 -0.067 -0.39 -5.90 -2.97
N 0.383 -1.130 -0.454 3.35 0.15 0.28
N -0.758 -1.429 0.149 -3.83 2.96 0.27
C -1.625 -0.412 0.152 -0.59 -0.96 2.33
N -1.137 0.731 -0.465 0.96 4.53 0.05
O 0.218 0.982 0.260 -1.40 3.06 1.04
H -2.560 -0.334 0.860 1.82 -0.72 -1.79
H -1.449 1.860 -0.409 0.18 -4.60 0.30
```
Forces are in eV/Å.

Summary:
HOMO = -9.4 eV
electronic energy = -11144.876 eV
ΔE to the lowest compared entry with this formula, charge and spin = 101.37 kcal per mole
lowest unoccupied orbital energy = -1.27 eV
2S+1 = 1



No. 4
DFT (ωB97M-V with the def2-TZVPD basis set) results for one molecule with the formula C3H2N4O in a non-equilibrium geometry.

The geometry in XYZ format:
```
10
Properties=species:S:1:pos:R:3:forces:R:3
C 0.468 -0.728 -1.257 -1.27 1.99 2.24
N -0.728 -0.332 -1.546 -0.83 -0.83 -0.15
N -1.401 0.013 -0.321 -4.46 6.22 -1.68
C -0.473 0.439 0.570 2.61 -3.10 -0.99
N -0.173 0.904 1.725 -4.77 1.21 0.32
O 0.927 0.361 2.020 5.51 0.03 3.10
N 1.568 -0.325 1.029 -0.87 -0.09 0.20
C 0.641 -0.291 0.135 2.77 -1.15 -1.54
H 1.210 -1.030 -1.952 0.15 -0.46 -0.55
H -2.038 0.989 -0.403 1.17 -3.82 -0.96
```
Forces are in eV/Å.

Summary:
HOMO = -10.2 eV
electronic energy = -11145.464 eV
ΔE to the lowest compared entry with this formula, charge and spin = 87.81 kcal per mole
lowest unoccupied orbital energy = -0.05 eV
2S+1 = 1



No. 5
DFT (ωB97M-V with the def2-TZVPD basis set) results for one molecule with the formula C3H2N4O in a non-equilibrium geometry.

The geometry in XYZ format:
```
10
Properties=species:S:1:pos:R:3:forces:R:3
O -1.480 -1.691 -0.518 6.54 2.84 2.17
C -0.341 -1.123 -0.187 -4.24 -0.90 -0.62
C 0.261 -0.805 1.280 -2.04 4.33 -0.97
N 0.262 0.575 1.558 -1.24 -5.32 -1.35
N -0.599 1.428 0.779 2.21 0.20 -2.63
N -0.427 1.716 -0.474 0.03 -1.90 1.55
C 0.411 0.845 -1.301 -0.81 -4.13 3.71
N 0.511 -0.467 -1.119 -2.04 1.95 0.27
H 0.376 -1.593 2.063 0.63 1.04 -0.67
H 1.026 1.114 -2.082 0.96 1.89 -1.46
```
Forces are in eV/Å.

Summary:
HOMO = -10.4 eV
electronic energy = -11145.446 eV
ΔE to the lowest compared entry with this formula, charge and spin = 88.24 kcal per mole
lowest unoccupied orbital energy = -1.40 eV
2S+1 = 1



No. 6
DFT (ωB97M-V with the def2-TZVPD basis set) results for one molecule with the formula C3H2N4O in a non-equilibrium geometry.

The geometry in XYZ format:
```
10
Properties=species:S:1:pos:R:3:forces:R:3
C -1.886 -0.019 -0.148 4.04 0.78 1.23
N -1.028 1.046 -0.130 -3.89 -3.63 0.48
C 0.130 0.390 0.122 -0.52 4.03 0.33
N 1.373 0.799 0.116 2.63 -1.53 -1.47
N 2.189 -0.278 -0.158 -1.97 -0.58 1.32
N 1.409 -1.334 -0.148 -0.07 -0.71 0.10
C 0.124 -0.909 0.108 -0.43 -2.95 -0.20
O -1.224 -1.351 0.141 0.20 3.18 -1.86
H -2.951 0.045 -0.231 -0.25 -0.45 0.00
H 1.864 1.611 0.327 0.26 1.85 0.06
```
Forces are in eV/Å.

Summary:
HOMO = -9.7 eV
electronic energy = -11147.747 eV
ΔE to the lowest compared entry with this formula, charge and spin = 35.17 kcal per mole
lowest unoccupied orbital energy = 0.06 eV
2S+1 = 1



No. 7
DFT (ωB97M-V with the def2-TZVPD basis set) results for one molecule with the formula C3H2NO2P in a non-equilibrium geometry.

The geometry in XYZ format:
```
9
Properties=species:S:1:pos:R:3:forces:R:3
C -2.082 -0.119 -0.176 0.44 0.19 -0.56
C -1.193 -0.035 -0.987 -1.29 -0.30 1.25
N -0.202 0.009 -1.815 1.51 0.21 -1.05
P 1.329 -0.119 -1.651 -0.35 -0.22 1.11
O 1.623 -0.528 0.004 0.37 -0.43 -1.91
C 1.218 0.138 1.077 0.03 0.18 0.78
O 0.745 1.229 1.073 -0.14 0.31 0.04
H -2.881 -0.110 0.505 -0.40 -0.07 0.31
H 1.444 -0.464 1.971 -0.16 0.13 0.03
```
Forces are in eV/Å.

Summary:
HOMO = -9.5 eV
electronic energy = -18015.050 eV
ΔE to the lowest compared entry with this formula, charge and spin = 29.11 kcal per mole
lowest unoccupied orbital energy = -1.17 eV
2S+1 = 1



No. 8
DFT (ωB97M-V with the def2-TZVPD basis set) results for an isolated ion of composition C3H2NO3 and charge -1 in a non-equilibrium geometry.

The geometry in XYZ format:
```
9
Properties=species:S:1:pos:R:3:forces:R:3
O -0.509 2.299 1.139 0.38 0.43 1.10
C -0.460 1.777 0.046 -0.30 -1.56 0.13
O -0.675 2.122 -1.095 0.03 1.11 -1.50
C -0.226 0.074 0.012 1.28 2.81 -0.27
C -1.547 -0.332 -0.085 -3.29 -0.82 -0.25
N -2.722 -0.371 -0.068 3.06 -0.82 0.56
O -3.869 -0.774 0.084 -1.14 0.19 -0.31
H 0.385 -0.211 0.808 0.13 -0.79 2.00
H 0.456 0.035 -0.798 -0.15 -0.56 -1.47
```
Forces are in eV/Å.

Summary:
HOMO = -3.9 eV
electronic energy = -10774.530 eV
ΔE to the lowest compared entry with this formula, charge and spin = 74.71 kcal per mole
lowest unoccupied orbital energy = 4.16 eV
2S+1 = 1
net charge = -1



No. 9
DFT (ωB97M-V with the def2-TZVPD basis set) results for an isolated ion of composition C3H2NO3S and charge -1 in a non-equilibrium geometry.

The geometry in XYZ format:
```
10
Properties=species:S:1:pos:R:3:forces:R:3
O -2.613 0.021 0.811 0.13 0.05 0.59
C -1.609 0.402 0.366 -2.44 -1.02 0.48
N -0.853 1.155 -0.200 1.81 2.33 -0.75
C 0.513 1.011 -0.334 -0.40 -0.89 -0.25
O 1.246 1.848 -0.792 0.11 0.23 0.01
C 0.974 -0.364 0.134 1.14 0.68 1.07
O -0.076 -1.152 0.591 0.66 0.47 0.92
S -0.931 -1.894 -0.750 0.15 -0.92 -0.60
H 1.467 -0.886 -0.633 0.49 -0.42 -1.66
H 1.881 -0.140 0.807 -1.66 -0.51 0.20
```
Forces are in eV/Å.

Summary:
HOMO = -3.1 eV
electronic energy = -21611.362 eV
ΔE to the lowest compared entry with this formula, charge and spin = 34.17 kcal per mole
lowest unoccupied orbital energy = 3.84 eV
2S+1 = 1
net charge = -1



No. 10
DFT (ωB97M-V with the def2-TZVPD basis set) results for a 2-piece molecular cluster, C3H2NOP overall in a non-equilibrium geometry.

The geometry in XYZ format:
```
8
Properties=species:S:1:pos:R:3:forces:R:3
C -0.859 0.334 -0.361 -0.03 -1.86 -1.46
C -0.088 1.217 0.112 4.25 3.38 4.99
C 0.306 -1.784 -0.366 0.88 -0.57 0.55
N -0.575 -1.005 -0.319 -1.74 -0.06 -0.10
O 1.109 -2.618 -0.331 0.67 -0.73 -0.26
P 1.784 0.977 1.983 -1.98 -0.12 -2.13
H -1.584 0.596 -1.071 -1.51 0.40 -0.61
H -0.093 2.281 0.351 -0.53 -0.43 -0.98
```
Forces are in eV/Å.

Summary:
HOMO (alpha / beta) = -8.9 / -9.0 eV
electronic energy = -15963.434 eV
ΔE to the lowest compared entry with this formula, charge and spin = 92.80 kcal per mole
lowest unoccupied orbital energy (alpha / beta) = -1.66 / -1.62 eV
2S+1 = 1